(1)
Here is one molecule with the formula C5H12O2 from the OMol25 dataset. Energies are from ωB97M-V/def2-TZVPD.

Last column: Löwdin charge in e.
CARTESIAN COORDINATES (ANGSTROEM)
C1 -0.253 2.253 1.198  -0.10
C2 -1.098 1.056 0.699  -0.21
C3 -0.273 -0.202 0.514  -0.48
O1 -1.079 -1.334 0.759  -0.03
C4 0.245 -0.158 -0.911  -0.14
C5 1.155 -1.394 -1.199  -0.22
O2 0.371 -2.588 -1.200  -0.09
H1 -0.735 3.182 0.897  0.06
H2 -0.124 2.309 2.294  0.08
H3 0.764 2.251 0.781  0.07
H4 -1.556 1.174 -0.405  0.14
H5 -1.906 0.850 1.418  0.11
H6 0.625 -0.187 1.154  0.14
H7 -0.861 -1.999 0.085  0.06
H8 0.886 0.728 -1.030  0.11
H9 -0.740 0.188 -1.486  0.15
H10 1.956 -1.510 -0.430  0.13
H11 1.690 -1.276 -2.149  0.11
H12 0.932 -3.345 -0.990  0.10

Its molar mass is 104.15 u. The frontier orbital gap is 10.6 eV. The net charge is 0. The energy above the lowest of the compared OMol25 structures with the same formula, charge and spin comes out at 38.0 kcal/mol.

---

(2)
Here is a 2-piece molecular cluster, C5H12O2 overall from the OMol25 dataset. Energies are from ωB97M-V/def2-TZVPD.

Last column: Löwdin charge in e.
CARTESIAN COORDINATES (ANGSTROEM)
C1 1.952 0.095 1.166  -0.10
C2 0.742 1.021 1.018  -0.24
C3 0.045 1.003 -0.335  -0.14
C4 -1.177 0.186 -0.500  -0.51
C5 -1.499 -0.157 -1.923  -0.01
O1 -1.917 -0.059 0.439  0.04
H1 1.680 -0.957 1.053  0.05
H2 2.713 0.329 0.414  0.07
H3 2.395 0.229 2.161  0.07
H4 0.020 0.811 1.814  0.11
H5 1.094 2.044 1.138  0.10
H6 0.754 0.852 -1.162  0.13
H7 -0.604 1.893 -0.504  0.15
H8 -1.069 -1.156 -2.039  0.10
H9 -2.574 -0.205 -2.052  0.09
H10 -1.046 0.484 -2.692  0.09
O2 -0.386 -2.291 0.318  -0.05
H11 0.023 -2.403 1.183  0.04
H12 -1.145 -1.720 0.502  0.01

Its molar mass is 104.15 u. The frontier orbital gap is 10.7 eV. The net charge is 0. The energy above the lowest of the compared OMol25 structures with the same formula, charge and spin comes out at 18.8 kcal/mol.

---

(3)
Here is one molecule with the formula C5H12O2 from the OMol25 dataset. Energies are from ωB97M-V/def2-TZVPD.

Last column: Löwdin charge in e.
CARTESIAN COORDINATES (ANGSTROEM)
C1 2.575 -0.298 0.629  -0.10
C2 1.441 0.152 -0.282  -0.23
C3 0.129 -0.573 -0.017  -0.40
O1 -0.172 -0.358 1.357  -0.04
C4 -0.956 -0.077 -1.008  -0.13
C5 -2.229 0.481 -0.388  -0.28
O2 -1.951 1.617 0.407  -0.06
H1 3.529 0.141 0.320  0.07
H2 2.371 -0.002 1.661  0.07
H3 2.682 -1.390 0.609  0.08
H4 1.704 -0.001 -1.338  0.12
H5 1.247 1.225 -0.152  0.12
H6 0.290 -1.654 -0.174  0.14
H7 -0.972 -0.849 1.579  0.09
H8 -1.236 -0.890 -1.692  0.12
H9 -0.529 0.716 -1.634  0.11
H10 -2.756 -0.302 0.181  0.12
H11 -2.905 0.783 -1.201  0.11
H12 -2.338 1.488 1.279  0.09

Its molar mass is 104.15 u. The frontier orbital gap is 10.4 eV. The net charge is 0. The energy above the lowest of the compared OMol25 structures with the same formula, charge and spin comes out at 24.6 kcal/mol.

---

(4)
Here is a 2-piece molecular cluster, C5H12O2 overall from the OMol25 dataset. Energies are from ωB97M-V/def2-TZVPD.

Last column: Löwdin charge in e.
CARTESIAN COORDINATES (ANGSTROEM)
C1 0.674 1.493 -2.217  -0.14
C2 0.102 0.061 -2.372  -0.28
C3 0.570 -0.940 -1.283  -0.15
C4 0.211 -0.930 0.008  -0.12
C5 0.471 -2.026 1.062  -0.16
O1 -0.613 -2.010 2.167  -0.12
H1 0.231 2.327 -2.946  0.10
H2 0.451 1.878 -1.219  0.05
H3 1.768 1.514 -2.414  0.07
H4 -1.046 0.099 -2.482  0.12
H5 0.452 -0.529 -3.373  0.13
H6 1.288 -1.764 -1.666  0.13
H7 -0.234 -0.002 0.320  0.09
H8 0.530 -3.006 0.487  0.13
H9 1.346 -1.802 1.580  0.08
H10 -1.275 -1.363 1.825  0.06
O2 -0.985 3.288 2.049  -0.05
H11 -1.096 3.635 2.943  0.04
H12 -1.805 2.836 2.030  0.01

Its molar mass is 104.15 u. The frontier orbital gap is 10.1 eV. The net charge is 0. The energy above the lowest of the compared OMol25 structures with the same formula, charge and spin comes out at 65.2 kcal/mol.

---

no.,calculated total energy (eV)
1,-9473.48945
2,-9474.31933
3,-9474.07096
4,-9472.30950